Molecular formula: C39H104O13
Method: DFT, wB97M-V/def2-TZVPD

Geometry as XYZ:
```
156
Properties=species:S:1:pos:R:3:mulliken_charge:R:1
C 4.183 1.599 1.445 -0.37
C 5.543 0.957 1.504 0.04
C 6.685 1.983 1.323 -1.42
O 5.709 0.579 2.820 -0.61
H 3.419 0.865 1.701 -0.13
H 3.957 1.961 0.442 -0.04
H 4.023 2.455 2.100 0.72
H 5.657 0.135 0.797 0.42
H 6.630 2.430 0.330 0.29
H 7.696 1.706 1.623 0.33
H 6.500 2.780 2.043 0.39
H 5.513 1.350 3.357 0.42
C 0.172 0.715 -4.484 -0.91
C -0.245 1.793 -5.498 0.29
C -1.688 2.302 -5.244 -0.21
O 0.601 2.914 -5.527 -0.59
H -0.358 -0.236 -4.546 0.53
H 0.094 1.197 -3.509 -0.27
H 1.243 0.545 -4.591 0.37
H -0.105 1.390 -6.501 0.32
H -2.283 1.397 -5.126 -0.18
H -2.151 2.876 -6.047 0.47
H -1.796 2.728 -4.246 -0.14
H 1.123 2.944 -4.722 0.40
C 0.494 3.479 -1.141 0.13
C 1.209 4.125 -2.335 0.24
C 2.360 5.030 -2.016 -1.47
O 1.808 3.145 -3.182 -0.55
H -0.286 2.820 -1.522 -0.33
H -0.038 4.242 -0.573 0.63
H 1.211 2.945 -0.517 -0.37
H 0.514 4.681 -2.965 0.42
H 2.074 5.858 -1.366 0.43
H 2.834 5.446 -2.906 0.34
H 3.018 4.433 -1.384 0.17
H 2.657 2.979 -2.766 0.16
C 3.260 -0.060 5.316 -1.13
C 1.836 -0.436 5.067 1.66
C 1.184 -1.232 6.234 -1.61
O 1.108 0.682 4.778 -0.10
H 3.976 -0.865 5.150 0.44
H 3.458 0.459 6.254 0.36
H 3.576 0.572 4.486 -0.09
H 1.821 -1.066 4.177 -0.45
H 1.373 -0.741 7.189 0.33
H 1.567 -2.251 6.292 0.39
H 0.106 -1.349 6.127 0.42
H 0.197 0.445 4.591 0.00
C -0.919 -0.289 -1.137 0.01
C -0.602 -0.710 0.311 1.30
C 0.390 0.275 0.956 -0.52
O -1.762 -0.888 1.047 0.11
H -1.552 0.598 -1.128 -0.11
H -1.431 -1.051 -1.725 -0.36
H -0.026 -0.042 -1.711 -0.24
H -0.122 -1.688 0.331 -0.23
H -0.126 1.233 1.021 -0.13
H 1.349 0.274 0.437 0.37
H 0.601 -0.059 1.972 -0.09
H -2.220 -1.655 0.696 -0.10
C 1.174 5.424 4.276 -1.82
C 1.102 3.970 3.836 1.60
C 1.125 3.803 2.324 -0.63
O 2.211 3.343 4.463 -0.65
H 0.361 5.978 3.807 0.36
H 2.162 5.856 4.112 0.35
H 1.025 5.520 5.352 0.45
H 0.153 3.521 4.130 -0.69
H 0.993 2.744 2.102 -0.55
H 2.062 4.162 1.898 0.68
H 0.356 4.333 1.761 0.51
H 1.976 2.440 4.690 0.34
C 1.184 -6.307 -2.481 -1.17
C 1.060 -4.800 -2.643 -0.18
C -0.205 -4.174 -2.146 0.45
O 2.018 -4.355 -1.692 -0.49
H 1.140 -6.526 -1.414 0.07
H 2.138 -6.739 -2.785 0.32
H 0.452 -6.925 -3.002 0.40
H 1.253 -4.464 -3.662 0.40
H -0.208 -3.084 -2.151 -0.25
H -0.507 -4.443 -1.133 -0.50
H -1.071 -4.519 -2.710 0.45
H 1.736 -4.750 -0.863 0.46
C -0.102 -6.275 2.208 -1.86
C 0.390 -4.918 1.709 2.00
C 1.098 -4.144 2.814 -1.89
O 1.362 -5.216 0.785 -0.35
H -0.675 -6.709 1.388 0.34
H -0.848 -6.154 2.994 0.40
H 0.736 -6.907 2.501 0.39
H -0.478 -4.397 1.305 -0.54
H 0.417 -3.810 3.597 0.41
H 1.541 -3.238 2.401 0.36
H 1.938 -4.689 3.244 0.42
H 2.094 -5.599 1.275 0.23
C -2.405 1.518 5.275 -1.66
C -2.460 1.105 3.830 0.90
C -2.439 2.259 2.882 -0.02
O -1.359 0.307 3.504 -0.05
H -3.244 2.180 5.487 0.48
H -1.462 2.032 5.465 0.23
H -2.406 0.657 5.944 0.37
H -3.364 0.516 3.679 0.36
H -1.524 2.840 2.996 -0.50
H -3.250 2.968 3.050 0.62
H -2.582 1.985 1.837 -0.47
H -1.567 -0.059 2.641 -0.02
C 6.023 0.931 -2.540 -1.57
C 4.573 1.450 -2.651 0.46
C 3.584 0.539 -1.931 -0.47
O 4.606 2.763 -2.096 -0.26
H 6.720 1.616 -3.022 0.47
H 6.036 -0.053 -3.010 0.44
H 6.376 0.718 -1.530 0.21
H 4.287 1.592 -3.693 0.25
H 2.581 0.953 -1.831 -0.33
H 3.865 0.144 -0.954 0.06
H 3.527 -0.363 -2.540 0.60
H 5.301 3.284 -2.506 0.22
C -3.632 -0.966 -4.513 -1.33
C -4.071 -1.723 -3.259 4.77
C -5.589 -1.885 -3.170 -2.34
O -3.308 -2.864 -3.138 -0.31
H -3.911 -1.545 -5.394 0.57
H -2.556 -0.793 -4.544 -0.56
H -4.072 0.030 -4.554 0.19
H -3.777 -1.073 -2.435 -0.77
H -5.954 -2.332 -2.245 0.14
H -5.936 -2.587 -3.929 0.64
H -6.053 -0.904 -3.266 0.13
H -3.404 -3.323 -3.976 -0.67
C -3.728 -5.294 -0.609 -1.57
C -4.220 -3.894 -0.137 0.56
C -4.407 -3.756 1.355 -1.70
O -3.234 -2.959 -0.371 0.39
H -2.747 -5.577 -0.228 -0.04
H -3.949 -5.381 -1.673 0.23
H -4.416 -6.040 -0.210 0.55
H -5.062 -3.481 -0.692 -0.12
H -3.461 -3.976 1.851 0.21
H -5.119 -4.547 1.589 0.35
H -4.645 -2.750 1.699 0.28
H -3.257 -3.006 -1.330 -0.73
C -4.238 2.622 -0.395 -1.06
C -5.023 2.775 -1.653 0.55
C -4.157 2.872 -2.917 -1.23
O -5.831 1.642 -1.777 -0.41
H -3.700 1.679 -0.294 -0.15
H -4.916 2.841 0.429 0.38
H -3.498 3.422 -0.385 0.41
H -5.640 3.672 -1.619 0.21
H -4.716 3.217 -3.788 0.48
H -3.634 1.943 -3.143 -0.10
H -3.417 3.656 -2.761 0.42
H -6.318 1.743 -2.598 0.32
```

As for the orbital gap (alpha / beta): 1.36 / 9.17 eV. The HOMO energy (alpha / beta) is 0.622 / -7.267 eV. The energy above the lowest of the compared OMol25 structures with the same formula, charge and spin comes out at 0.319 eV. The electronic energy comes out at -2526.3204 Eh. Its spin multiplicity is 2. As for the total charge: -1.

=====

Molecular formula: C5H8NO3
Method: DFT, wB97M-V/def2-TZVPD

Geometry as XYZ:
```
17
Properties=species:S:1:pos:R:3:mulliken_charge:R:1
N -0.096 0.318 1.547 0.93
O -0.882 -0.602 1.562 -0.52
O -0.430 1.514 2.156 -0.15
O 1.001 0.387 1.003 -0.57
C -0.374 3.177 4.608 -1.29
C -1.398 2.780 3.621 0.95
C -1.442 1.336 3.154 -0.71
C -2.071 3.769 2.913 -0.13
C -2.977 3.565 1.918 -1.00
H -0.224 4.266 4.575 0.37
H -0.817 2.959 5.582 0.31
H 0.573 2.638 4.502 0.35
H -2.350 0.880 2.733 0.39
H -1.036 0.708 3.978 0.36
H -1.871 4.833 3.122 0.19
H -3.548 4.384 1.497 0.30
H -3.251 2.552 1.664 0.23
```

As for the orbital gap (alpha / beta): 8.15 / 10.16 eV. The HOMO energy (alpha / beta) is -7.807 / -10.642 eV. The energy above the lowest of the compared OMol25 structures with the same formula, charge and spin comes out at 0.290 eV. The electronic energy comes out at -475.5798 Eh. Its spin multiplicity is 2.

=====

Molecular formula: C41H41BrCaIN3O9
Method: DFT, wB97M-V/def2-TZVPD

Geometry as XYZ:
```
97
Properties=species:S:1:pos:R:3:mulliken_charge:R:1
Ca -14.558 -6.692 17.579 2.33
C -13.083 -6.991 23.378 0.61
C -12.495 -7.802 22.358 -0.25
C -11.118 -7.380 22.284 0.68
C -10.828 -6.433 23.241 0.33
C -12.093 -6.190 24.023 0.30
C -12.151 -5.301 25.199 -1.24
C -9.686 -5.435 23.261 -1.63
C -10.191 -7.965 21.228 -1.08
C -13.233 -8.811 21.482 -0.29
C -14.497 -6.902 23.758 -1.63
H -11.757 -4.339 24.963 0.29
H -11.657 -5.773 26.114 0.18
H -13.215 -5.196 25.535 0.37
H -8.988 -5.595 24.099 0.23
H -10.190 -4.460 23.322 0.28
H -9.175 -5.513 22.309 0.41
H -9.678 -8.937 21.500 0.15
H -9.342 -7.284 21.002 0.28
H -10.744 -8.229 20.317 0.04
H -14.246 -8.418 21.103 -0.10
H -13.433 -9.801 22.016 0.26
H -12.553 -9.032 20.669 -0.05
H -15.195 -7.551 23.202 0.35
H -14.818 -5.863 23.543 0.26
H -14.636 -7.032 24.852 0.30
Br -21.183 -4.009 20.680 -0.22
C -20.119 -5.543 20.768 0.14
C -20.382 -6.693 21.606 -0.13
N -19.600 -7.717 21.430 -0.63
C -18.460 -7.676 20.686 -0.15
C -18.048 -6.580 19.944 -0.19
C -18.989 -5.526 19.920 -0.31
C -16.797 -6.675 19.101 1.31
O -16.081 -7.749 19.012 -0.97
O -16.399 -5.618 18.469 -0.79
H -21.235 -6.704 22.292 0.35
H -17.828 -8.558 20.767 0.47
H -18.831 -4.659 19.329 0.58
O -14.424 -4.701 13.804 -0.77
C -14.828 -4.440 14.947 0.23
O -14.959 -5.210 15.977 -1.00
C -15.311 -2.992 15.060 0.38
C -15.399 -2.344 16.331 -0.60
C -15.580 -0.968 16.337 -0.90
C -16.033 -0.370 15.117 0.76
O -16.884 0.741 15.014 -0.43
C -17.352 0.691 13.673 -0.16
O -16.689 -0.312 12.928 -0.46
C -15.972 -1.028 13.876 0.68
C -15.473 -2.300 13.820 -1.02
H -15.244 -2.973 17.216 0.54
H -15.642 -0.398 17.322 0.32
H -17.153 1.682 13.191 0.21
H -18.416 0.377 13.696 0.25
H -15.454 -2.741 12.835 0.43
I -11.958 0.420 20.185 -0.01
C -11.742 -1.607 19.666 -0.09
C -10.836 -2.005 18.664 -0.24
C -10.745 -3.315 18.301 -0.75
C -11.652 -4.204 18.911 0.57
C -12.415 -3.858 20.003 -0.46
C -12.540 -2.524 20.330 -0.66
C -11.699 -5.641 18.487 -0.06
O -10.664 -6.121 18.022 -0.76
O -12.771 -6.316 18.604 -0.73
H -10.194 -1.273 18.193 0.38
H -10.028 -3.679 17.586 0.49
H -12.926 -4.607 20.605 0.63
H -13.126 -2.205 21.165 0.50
C -11.342 -14.204 14.504 -0.93
C -12.475 -14.179 15.621 -0.86
N -12.921 -12.765 15.935 0.00
C -12.307 -12.166 17.132 -0.55
C -11.411 -10.934 16.872 -0.96
C -13.582 -12.175 14.858 0.22
O -13.917 -12.840 13.891 -0.66
C -13.873 -10.695 14.798 0.72
C -13.948 -10.163 13.522 -0.43
C -14.217 -8.819 13.380 -0.81
C -14.218 -7.974 14.497 -0.19
N -14.200 -8.486 15.752 -0.30
C -14.067 -9.811 15.899 -0.78
H -10.727 -15.132 14.512 0.34
H -10.624 -13.399 14.627 0.26
H -11.878 -14.037 13.505 0.25
H -12.225 -14.735 16.510 0.56
H -13.414 -14.651 15.273 0.37
H -11.637 -12.936 17.537 0.36
H -13.099 -11.978 17.893 0.33
H -11.550 -10.224 17.702 0.11
H -11.582 -10.377 15.943 0.35
H -10.359 -11.221 16.870 0.44
H -13.857 -10.871 12.681 0.41
H -14.282 -8.404 12.373 0.42
H -14.308 -6.878 14.371 0.37
H -14.125 -10.196 16.892 0.81
```

As for the orbital gap: 3.60 eV. The HOMO energy is -0.117 eV. The energy above the lowest of the compared OMol25 structures with the same formula, charge and spin comes out at 0.268 eV. The electronic energy comes out at -5977.8547 Eh. As for the total charge: -2.